P.
Here is 7 unconnected molecules or ions with the total composition C14H42O7 from the Open Molecules 2025 dataset. Energies are from ωB97M-V with the def2-TZVPD basis set.

Computed properties:
* SMILES: CCO.CCO.CCO.CCO.CCO.CCO.CCO
* lowest unoccupied orbital energy: 0.43 eV

Each line ends with the Mulliken charge.
Cartesian coordinates (Å):
C -8.02 -0.92 2.93  -1.169
C -7.98 -0.85 1.39  -0.124
O -6.90 -0.01 1.05  -0.527
H -7.06 -1.13 3.39  0.318
H -8.86 -1.51 3.29  0.336
H -8.36 0.04 3.34  0.362
H -8.88 -0.30 1.10  0.214
H -7.86 -1.83 0.93  0.294
H -6.93 0.72 1.67  0.296
C 6.89 3.63 -4.96  -0.944
C 5.86 3.28 -3.90  -0.275
O 4.65 3.03 -4.53  -0.519
H 7.79 3.92 -4.42  0.304
H 6.43 4.41 -5.57  0.278
H 7.19 2.81 -5.61  0.310
H 5.68 4.14 -3.26  0.279
H 6.28 2.41 -3.40  0.261
H 4.69 2.13 -4.85  0.305
C 0.71 6.06 0.20  -0.832
C -0.35 6.98 0.73  -0.276
O -1.04 6.26 1.77  -0.517
H 0.10 5.36 -0.37  0.237
H 1.30 5.65 1.02  0.266
H 1.33 6.58 -0.54  0.307
H -1.07 7.21 -0.06  0.230
H 0.09 7.91 1.07  0.289
H -0.75 6.57 2.64  0.297
C 7.08 -4.48 -2.20  -1.004
C 7.70 -5.37 -3.25  -0.144
O 7.06 -5.05 -4.50  -0.529
H 7.25 -3.45 -2.52  0.271
H 7.45 -4.71 -1.20  0.318
H 5.99 -4.56 -2.11  0.283
H 7.53 -6.41 -3.00  0.313
H 8.75 -5.11 -3.43  0.196
H 6.83 -5.85 -4.98  0.295
C -0.88 -0.21 9.44  -0.911
C -1.31 -1.55 8.81  -0.242
O -0.50 -2.48 9.43  -0.522
H -0.75 -0.37 10.51  0.275
H -1.58 0.61 9.24  0.321
H 0.10 0.08 9.05  0.274
H -1.34 -1.60 7.72  0.262
H -2.33 -1.78 9.11  0.233
H 0.37 -2.56 9.04  0.311
C 0.44 -1.15 -0.24  -0.988
C -0.64 -0.89 0.73  -0.172
O -1.63 -1.84 0.76  -0.524
H 0.19 -0.94 -1.28  0.261
H 0.78 -2.18 -0.13  0.290
H 1.34 -0.59 0.03  0.312
H -1.15 0.07 0.55  0.276
H -0.23 -0.72 1.72  0.220
H -2.48 -1.39 0.86  0.323
C -4.31 -2.83 -5.34  -1.025
C -4.05 -1.51 -4.60  -0.133
O -5.18 -0.71 -4.51  -0.508
H -4.67 -2.55 -6.33  0.290
H -5.05 -3.48 -4.86  0.286
H -3.41 -3.43 -5.32  0.320
H -3.18 -1.09 -5.11  0.223
H -3.81 -1.86 -3.59  0.208
H -5.31 -0.59 -3.57  0.338



Q.
Here is 7 unconnected molecules or ions with the total composition C14H42O7 from the Open Molecules 2025 dataset. Energies are from ωB97M-V with the def2-TZVPD basis set.

Computed properties:
* SMILES: CCO.CCO.CCO.CCO.CCO.CCO.CCO
* lowest unoccupied orbital energy: 0.40 eV

Each line ends with the Mulliken charge.
Cartesian coordinates (Å):
C 1.73 0.02 -0.98  -1.836
C 0.38 -0.13 -0.33  1.272
O -0.50 -0.77 -1.26  -0.205
H 1.65 0.60 -1.90  0.271
H 2.17 -0.95 -1.23  0.476
H 2.41 0.55 -0.31  0.386
H 0.03 0.88 -0.08  -0.187
H 0.48 -0.73 0.58  -0.139
H -1.41 -0.63 -0.96  -0.058
C 0.01 -4.47 -4.56  -1.284
C -0.38 -3.18 -3.88  0.010
O 0.43 -3.00 -2.73  -0.515
H -0.76 -4.82 -5.25  0.357
H 0.19 -5.24 -3.81  0.312
H 0.94 -4.35 -5.12  0.311
H -1.44 -3.21 -3.60  0.220
H -0.22 -2.34 -4.57  0.229
H 0.11 -2.21 -2.26  0.389
C -2.63 -2.49 0.74  -0.818
C -3.70 -1.48 0.48  -0.279
O -3.14 -0.47 -0.38  -0.416
H -3.03 -3.35 1.29  0.408
H -1.79 -2.07 1.29  0.074
H -2.25 -2.86 -0.21  0.188
H -4.08 -1.01 1.40  0.297
H -4.55 -1.96 -0.02  0.353
H -3.71 0.31 -0.39  0.209
C 2.63 -1.09 2.65  -0.602
C 3.76 -1.33 3.62  -0.486
O 4.71 -0.27 3.46  -0.514
H 2.21 -0.09 2.76  0.007
H 1.85 -1.84 2.78  0.405
H 2.98 -1.15 1.62  0.225
H 4.23 -2.30 3.40  0.299
H 3.39 -1.36 4.65  0.325
H 5.40 -0.38 4.12  0.296
C -0.84 1.97 3.05  -1.135
C -0.98 0.48 3.14  1.273
O -1.57 0.18 4.41  -0.632
H -1.81 2.44 3.24  0.371
H -0.48 2.29 2.07  0.183
H -0.12 2.33 3.80  0.316
H -0.01 0.00 3.02  -0.304
H -1.64 0.12 2.34  -0.353
H -1.55 -0.77 4.55  0.315
C 2.62 3.02 0.92  -0.821
C 1.72 3.50 -0.19  -0.106
O 0.37 3.53 0.27  -0.532
H 2.29 2.05 1.32  -0.096
H 2.64 3.73 1.75  0.372
H 3.64 2.89 0.56  0.369
H 1.80 2.85 -1.07  0.160
H 2.03 4.51 -0.49  0.393
H -0.22 3.57 -0.49  0.195
C -1.47 1.70 -3.28  -1.010
C -1.99 2.30 -1.98  0.670
O -1.62 3.66 -1.78  -0.619
H -1.65 0.63 -3.28  0.170
H -0.41 1.90 -3.44  0.258
H -2.04 2.13 -4.10  0.416
H -1.58 1.77 -1.12  -0.401
H -3.07 2.13 -1.96  0.261
H -2.17 4.24 -2.31  0.308



Least stable of them? P.



P.
Here is C5H12N2O2 in the gas phase from the Open Molecules 2025 dataset. Energies are from ωB97M-V with the def2-TZVPD basis set.

Computed properties:
* SMILES: [H]/N=C(\C)[C@@](C)(N)C(O)O
* lowest unoccupied orbital energy: 0.84 eV

Each line ends with the Mulliken charge.
Cartesian coordinates (Å):
H -2.17 -0.45 1.88  0.248
N -1.24 -0.52 1.47  -0.638
C -1.11 0.02 0.32  0.482
C -2.19 0.72 -0.44  -1.404
C 0.27 -0.08 -0.32  1.161
C 0.59 -1.54 -0.62  -1.894
N 0.32 0.68 -1.56  -0.717
C 1.27 0.50 0.74  -0.103
O 2.55 0.59 0.19  -0.521
O 1.29 -0.22 1.91  -0.655
H -3.17 0.45 -0.05  0.456
H -2.06 1.80 -0.35  0.280
H -2.11 0.47 -1.49  0.395
H 1.59 -1.62 -1.04  0.443
H -0.13 -1.93 -1.34  0.415
H 0.54 -2.14 0.29  0.358
H 1.23 0.53 -1.98  0.329
H 0.26 1.67 -1.36  0.270
H 0.88 1.54 0.93  0.351
H 3.11 0.00 0.71  0.367
H 0.31 -0.49 2.09  0.377



Q.
Here is C5H12N2O2 in the gas phase from the Open Molecules 2025 dataset. Energies are from ωB97M-V with the def2-TZVPD basis set.

Computed properties:
* SMILES: C[C@@H](OC(N)=O)N(C)C
* lowest unoccupied orbital energy: 0.83 eV

Each line ends with the Mulliken charge.
Cartesian coordinates (Å):
C -1.62 -1.20 -0.62  -1.273
C -0.97 0.11 -0.16  0.200
O -0.53 0.11 1.20  -0.385
C 0.39 -0.88 1.54  0.598
N 0.71 -0.71 2.85  -0.441
O 0.69 -1.90 0.94  -0.533
N 0.05 0.67 -1.06  -0.008
C 0.20 2.11 -0.95  -0.976
C 1.33 0.00 -1.26  -0.999
H -2.49 -0.98 -1.25  0.381
H -1.94 -1.80 0.23  0.318
H -0.95 -1.83 -1.22  0.258
H -1.80 0.83 -0.16  0.412
H 0.18 -0.04 3.38  0.230
H 1.00 -1.55 3.34  0.267
H 0.78 2.51 -1.79  0.340
H 0.69 2.40 -0.01  0.315
H -0.77 2.62 -0.99  0.316
H 1.80 0.36 -2.18  0.358
H 2.03 0.24 -0.44  0.332
H 1.22 -1.08 -1.38  0.290



R.
Here is 2 unconnected molecules or ions with the total composition C5H12N2O2 from the Open Molecules 2025 dataset. Energies are from ωB97M-V with the def2-TZVPD basis set.

Computed properties:
* SMILES: [H]/N=C(/C)N(C)C.O=CO
* lowest unoccupied orbital energy: 0.75 eV

Each line ends with the Mulliken charge.
Cartesian coordinates (Å):
H 0.73 -0.51 2.37  0.240
N 1.19 -1.07 1.66  -0.784
C 0.69 -0.91 0.49  0.575
C 1.18 -1.78 -0.64  -1.130
N -0.56 -0.09 0.20  0.296
C -1.22 0.58 1.33  -1.251
C -1.49 -0.54 -0.83  -1.070
H 2.19 -2.13 -0.41  0.356
H 0.52 -2.64 -0.76  0.320
H 1.21 -1.22 -1.57  0.327
H -1.52 -0.13 2.09  0.371
H -2.10 1.15 1.01  0.323
H -0.52 1.29 1.78  0.404
H -1.78 -1.58 -0.67  0.333
H -1.02 -0.46 -1.81  0.339
H -2.41 0.05 -0.86  0.327
O 0.84 1.54 -1.91  -0.581
C 0.96 1.56 -0.70  0.424
O 0.84 2.71 0.02  -0.443
H 1.68 0.82 -0.14  0.277
H 0.58 3.38 -0.65  0.347



Least stable of them? R.



P.
Here is a molecular structure, C5H12N2O2 from the Open Molecules 2025 dataset. Energies are from ωB97M-V with the def2-TZVPD basis set.

Computed properties:
* lowest unoccupied orbital energy: 0.84 eV

Each line ends with the Mulliken charge.
Cartesian coordinates (Å):
C 0.11 -0.64 -0.74  0.116
C 2.38 1.58 0.54  -0.686
C -1.74 -1.62 0.75  -0.875
C 0.01 -0.68 -2.22  -1.308
N -1.34 -0.26 0.44  -0.042
C 0.24 0.70 -0.16  0.615
N -1.51 0.49 1.60  -0.695
O 1.44 0.52 0.69  -0.324
O -0.14 1.80 -0.52  -0.620
H 0.65 -1.46 -0.26  0.430
H -0.75 0.31 2.28  0.261
H -1.57 1.47 1.35  0.300
H 2.00 2.50 0.99  0.283
H 2.63 1.83 -0.49  0.279
H 3.32 1.34 1.06  0.252
H -1.95 -2.16 -0.17  0.316
H -2.69 -1.60 1.29  0.313
H -0.98 -2.14 1.35  0.331
H 0.14 -1.69 -2.61  0.352
H 0.74 0.02 -2.63  0.333
H -0.98 -0.31 -2.52  0.370



Q.
Here is 2 unconnected molecules or ions with the total composition C5H12N2O2 from the Open Molecules 2025 dataset. Energies are from ωB97M-V with the def2-TZVPD basis set.

Computed properties:
* lowest unoccupied orbital energy: 0.03 eV

Each line ends with the Mulliken charge.
Cartesian coordinates (Å):
C 1.47 1.61 -0.41  0.028
C 1.05 1.50 -1.83  -0.939
O -0.11 1.00 0.70  -0.636
H 0.03 1.25 1.62  0.312
H 2.44 1.26 -0.13  0.307
H 1.20 2.55 0.06  0.316
H -0.03 1.49 -1.92  0.293
H 1.42 2.39 -2.35  0.373
H 1.46 0.60 -2.30  0.229
C -2.27 -1.21 0.52  -1.429
C 0.29 -0.67 0.59  1.108
C -0.95 -1.17 -0.20  0.490
N 0.35 -1.21 1.89  -0.603
N -0.85 -1.51 -1.41  -0.765
O 1.40 -0.63 -0.06  -0.858
H 1.24 -1.03 2.35  0.278
H -0.46 -1.12 2.48  0.199
H 0.12 -1.42 -1.70  0.308
H -2.47 -0.26 1.00  0.297
H -2.27 -1.99 1.28  0.315
H -3.06 -1.44 -0.20  0.378



Least stable of them? P.